# C19H43N2O4S

3 unconnected molecules or ions with the total composition C19H43N2O4S (ωB97M-V/def2-TZVPD, OMol25).

Structure (ORCA input):
```
! RIJCOSX wB97M-V def2-TZVPD def2/J DEFGRID3
* xyz 1 1
C 0.10716 -1.15564 -1.39861
C 0.51650 -2.06953 -0.29826
O 0.63675 -3.25216 -0.37291
O 0.77567 -1.43951 0.95823
C 1.97394 -1.68002 1.50704
O 2.13133 -1.96306 2.66385
C 3.15033 -1.49552 0.55935
S 4.66264 -1.48994 1.53728
C 5.74734 -2.52398 0.51961
C 5.86064 -1.89428 -0.89168
C 7.31248 -1.85013 -1.39937
O 4.97468 -2.54423 -1.77965
H -0.01780 -0.12493 -1.08467
H 0.89513 -1.20568 -2.15623
H -0.80529 -1.55068 -1.84356
H 3.10093 -0.56614 -0.00565
H 3.20240 -2.33969 -0.13310
H 4.28748 -2.31722 2.53084
H 5.25224 -3.49289 0.44534
H 6.69769 -2.62999 1.03487
H 5.49505 -0.86378 -0.86686
H 8.02523 -1.93621 -0.58282
H 7.47108 -2.69220 -2.07304
H 7.49318 -0.93584 -1.95628
H 5.24956 -3.45947 -1.91799
C -2.78606 3.84411 0.98195
C -1.57064 3.16002 1.58831
N -0.67628 2.61226 0.58286
C 0.29184 1.67845 1.11391
C 1.33620 2.21349 2.10454
C -0.18214 3.55476 -0.40843
C 0.56758 4.79750 0.08603
H -3.29081 3.17972 0.27853
H -3.49191 4.10788 1.76935
H -2.52326 4.76371 0.45873
H -1.91421 2.32416 2.20457
H -1.06692 3.86186 2.27063
H 0.80336 1.20564 0.26922
H -0.26427 0.87501 1.60499
H 2.08371 2.83913 1.61782
H 1.86656 1.37687 2.57358
H 0.87652 2.78794 2.90716
H -1.03464 3.88923 -1.00376
H 0.45135 3.00077 -1.10757
H 0.02667 5.30588 0.88470
H 0.67628 5.50763 -0.73501
H 1.56855 4.56683 0.44836
C -4.52620 0.68476 -2.23820
C -4.51136 -0.77109 -1.79663
N -3.28582 -1.13798 -1.10766
C -3.10865 -2.57329 -0.96019
C -4.12100 -3.34710 -0.10974
C -2.96291 -0.32890 0.05538
C -3.98615 -0.24321 1.19388
H -3.62995 0.92268 -2.81294
H -5.39587 0.87058 -2.86828
H -4.58491 1.37076 -1.39211
H -4.58760 -1.40618 -2.68274
H -5.41148 -0.97015 -1.19566
H -2.10441 -2.75344 -0.56122
H -3.10902 -3.00255 -1.96753
H -4.00366 -3.14442 0.95383
H -3.97505 -4.41914 -0.25244
H -5.14751 -3.11638 -0.39393
H -2.75432 0.68778 -0.28872
H -2.00898 -0.68653 0.45994
H -4.98716 -0.02116 0.82297
H -3.70557 0.56356 1.87467
H -4.03623 -1.15873 1.78111
*
```

As for the largest force on an atom: 0.833 eV/A. As for the HOMO energy: -10.07 eV.

Löwdin population analysis, charges in e, atoms 1 to 4: C 0.05; C -0.46; O 0.18; O 0.09

***

# C19H43OP3PmS2

A molecular structure, C19H43OP3PmS2 (ωB97M-V/def2-TZVPD, OMol25).

Structure (ORCA input):
```
! RIJCOSX wB97M-V def2-TZVPD def2/J DEFGRID3
* xyz 3 5
Pm 0.00000 0.00000 0.00000
P -1.41050 1.82230 -0.06220
P -1.71550 -1.29600 0.88120
P 1.50310 1.09810 -1.37730
H -1.01710 -2.01800 -1.74580
C -0.10520 -1.42600 -1.64770
C 0.89560 -1.84910 -0.67840
H 0.69830 -2.73030 -0.07410
C -2.58050 2.03110 -1.49590
C -2.63740 2.11620 1.30460
C -0.73920 3.55770 -0.05080
C -1.49550 -3.13290 0.93580
C -2.38540 -1.10070 2.60140
C -3.30610 -1.26350 -0.06650
C 2.87200 0.12000 -2.14930
C 2.53180 2.52900 -0.80450
C 0.81360 1.82310 -2.93420
H 0.23010 -1.08500 -2.62910
H 1.94510 -1.79900 -0.95480
H -3.19580 2.93470 -1.40060
H -3.23180 1.15660 -1.56310
H -2.00620 2.08270 -2.42400
H -3.20020 3.04050 1.13010
H -2.10140 2.19930 2.25500
H -3.34680 1.28970 1.38310
H -1.55710 4.28730 -0.03760
H -0.12470 3.74730 -0.93360
H -0.11930 3.70120 0.83850
H -2.40570 -3.59880 1.32850
H -0.65320 -3.38820 1.58470
H -1.29640 -3.52670 -0.06380
H -3.38320 -1.54790 2.67330
H -2.44080 -0.05010 2.88730
H -1.72350 -1.61470 3.30140
H -3.99960 -2.03000 0.29820
H -3.08990 -1.43740 -1.12350
H -3.78430 -0.28610 0.02820
H 3.45600 0.76910 -2.81050
H 2.46530 -0.70930 -2.73290
H 3.52790 -0.28870 -1.37650
H 3.09370 2.95770 -1.64190
H 3.24170 2.18670 -0.04690
H 1.90650 3.30410 -0.36010
H 1.61150 2.19380 -3.58770
H 0.13550 2.64770 -2.70470
H 0.24460 1.04880 -3.45530
C 2.31990 -0.68930 -7.21640
C 1.58040 -0.44910 -8.38150
C 1.42240 -1.46050 -9.32710
C 1.99530 -2.71650 -9.12620
C 2.73170 -2.95400 -7.96480
C 2.89640 -1.95080 -7.01270
S 2.56620 0.54420 -5.96730
H 1.86800 1.51860 -6.57710
H 1.12930 0.52500 -8.54940
H 0.84630 -1.26070 -10.22640
H 1.86930 -3.50120 -9.86580
H 3.18370 -3.92720 -7.79480
H 3.47140 -2.14430 -6.11140
C 1.65400 -0.56950 3.87470
S 0.33310 0.55120 3.30450
C 1.10050 2.06770 3.96550
O 0.97340 0.73070 1.92100
H 1.59550 -0.67330 4.97770
H 2.66180 -0.19530 3.59410
H 1.50050 -1.56980 3.41890
H 2.15140 2.18120 3.62300
H 0.51340 2.94620 3.62640
H 1.07880 2.03690 5.07450
*
```

The energy relative to the best compared isomer or geometry (same formula, charge and spin) is 1092.4 kJ/mol. As for the largest force on an atom: 11.240 eV/A. As for the expectation value of S²: 6.035. As for the HOMO energy (alpha / beta): -13.91 / -13.83 eV.

Löwdin population analysis, charges in e, atoms 1 to 4: Pm 0.80; P 0.71; P 0.69; P 0.70

***

# C19H43OP3S2Sc

A molecular structure, C19H43OP3S2Sc (ωB97M-V/def2-TZVPD, OMol25).

Structure (ORCA input):
```
! RIJCOSX wB97M-V def2-TZVPD def2/J DEFGRID3
* xyz 3 1
Sc -0.06009 0.05676 0.30729
P -0.06370 -1.62694 -1.77315
P 2.48644 0.01509 0.79176
P 0.48918 1.92410 -1.51071
H -1.73079 1.28681 2.02393
C -1.65470 1.54986 0.95766
C -2.25995 0.74419 -0.01947
H -2.93739 -0.06688 0.26958
C -0.70467 -3.30740 -1.42544
C 1.48939 -2.05564 -2.66177
C -1.16556 -1.12297 -3.15783
C 2.75625 1.21065 2.14937
C 3.03787 -1.57018 1.51476
C 3.77233 0.37488 -0.44681
C -0.95724 2.76217 -2.25114
C 1.53255 1.65335 -2.98734
C 1.32401 3.30610 -0.63456
H -1.35474 2.58779 0.78649
H -2.46233 1.11505 -1.02500
H -1.68221 -3.25083 -0.93232
H -0.00195 -3.84801 -0.77946
H -0.80791 -3.85053 -2.37310
H 2.18347 -2.53434 -1.95627
H 1.95929 -1.15678 -3.08317
H 1.25893 -2.76134 -3.47403
H -2.18289 -0.98291 -2.76315
H -1.17269 -1.92310 -3.91352
H -0.82176 -0.18516 -3.61848
H 3.79864 1.15292 2.48843
H 2.08447 0.95987 2.98197
H 2.53295 2.23065 1.81269
H 4.09346 -1.47839 1.80432
H 2.93448 -2.36559 0.76452
H 2.43499 -1.83082 2.39590
H 4.75540 0.27623 0.02996
H 3.66246 1.38847 -0.84673
H 3.69214 -0.35009 -1.26814
H -0.59674 3.60980 -2.84637
H -1.62936 3.12431 -1.46474
H -1.49865 2.05923 -2.89697
H 1.70564 2.63709 -3.44230
H 1.00816 1.00842 -3.70370
H 2.49124 1.19546 -2.71291
H 1.37343 4.15540 -1.32933
H 2.33479 3.01972 -0.31541
H 0.73321 3.58865 0.24934
C -1.81224 7.34949 -0.23669
C -1.39718 8.37401 0.63134
C -2.33644 9.14751 1.31846
C -3.71256 8.91357 1.13633
C -4.12803 7.90466 0.25827
C -3.19137 7.13361 -0.42792
S -0.68855 6.33199 -1.07514
H 0.46918 6.88131 -0.58619
H -0.33271 8.55758 0.76975
H -2.00791 9.93566 2.00140
H -4.44883 9.51947 1.67974
H -5.19774 7.72118 0.11304
H -3.51485 6.35569 -1.11118
C -0.23185 -3.49750 2.88611
S -0.65282 -2.18412 1.66836
C -2.44026 -2.14154 1.82747
O -0.16280 -0.77276 2.24664
H -0.62899 -4.40447 2.40660
H -0.70596 -3.34225 3.87304
H 0.85776 -3.58689 2.98629
H -2.75710 -2.97446 2.45517
H -2.75229 -1.19850 2.28048
H -2.83147 -2.25839 0.81000
*
```

As for the largest force on an atom: 2.402 eV/A. As for the HOMO energy (alpha / beta): -17.23 / -15.04 eV.

Löwdin population analysis, charges in e, atoms 1 to 4: Sc 0.39; P 0.75; P 0.75; P 0.77

***

Copy entry 2 word for word.
# C19H43OP3PmS2

A molecular structure, C19H43OP3PmS2 (ωB97M-V/def2-TZVPD, OMol25).

Structure (ORCA input):
```
! RIJCOSX wB97M-V def2-TZVPD def2/J DEFGRID3
* xyz 3 5
Pm 0.00000 0.00000 0.00000
P -1.41050 1.82230 -0.06220
P -1.71550 -1.29600 0.88120
P 1.50310 1.09810 -1.37730
H -1.01710 -2.01800 -1.74580
C -0.10520 -1.42600 -1.64770
C 0.89560 -1.84910 -0.67840
H 0.69830 -2.73030 -0.07410
C -2.58050 2.03110 -1.49590
C -2.63740 2.11620 1.30460
C -0.73920 3.55770 -0.05080
C -1.49550 -3.13290 0.93580
C -2.38540 -1.10070 2.60140
C -3.30610 -1.26350 -0.06650
C 2.87200 0.12000 -2.14930
C 2.53180 2.52900 -0.80450
C 0.81360 1.82310 -2.93420
H 0.23010 -1.08500 -2.62910
H 1.94510 -1.79900 -0.95480
H -3.19580 2.93470 -1.40060
H -3.23180 1.15660 -1.56310
H -2.00620 2.08270 -2.42400
H -3.20020 3.04050 1.13010
H -2.10140 2.19930 2.25500
H -3.34680 1.28970 1.38310
H -1.55710 4.28730 -0.03760
H -0.12470 3.74730 -0.93360
H -0.11930 3.70120 0.83850
H -2.40570 -3.59880 1.32850
H -0.65320 -3.38820 1.58470
H -1.29640 -3.52670 -0.06380
H -3.38320 -1.54790 2.67330
H -2.44080 -0.05010 2.88730
H -1.72350 -1.61470 3.30140
H -3.99960 -2.03000 0.29820
H -3.08990 -1.43740 -1.12350
H -3.78430 -0.28610 0.02820
H 3.45600 0.76910 -2.81050
H 2.46530 -0.70930 -2.73290
H 3.52790 -0.28870 -1.37650
H 3.09370 2.95770 -1.64190
H 3.24170 2.18670 -0.04690
H 1.90650 3.30410 -0.36010
H 1.61150 2.19380 -3.58770
H 0.13550 2.64770 -2.70470
H 0.24460 1.04880 -3.45530
C 2.31990 -0.68930 -7.21640
C 1.58040 -0.44910 -8.38150
C 1.42240 -1.46050 -9.32710
C 1.99530 -2.71650 -9.12620
C 2.73170 -2.95400 -7.96480
C 2.89640 -1.95080 -7.01270
S 2.56620 0.54420 -5.96730
H 1.86800 1.51860 -6.57710
H 1.12930 0.52500 -8.54940
H 0.84630 -1.26070 -10.22640
H 1.86930 -3.50120 -9.86580
H 3.18370 -3.92720 -7.79480
H 3.47140 -2.14430 -6.11140
C 1.65400 -0.56950 3.87470
S 0.33310 0.55120 3.30450
C 1.10050 2.06770 3.96550
O 0.97340 0.73070 1.92100
H 1.59550 -0.67330 4.97770
H 2.66180 -0.19530 3.59410
H 1.50050 -1.56980 3.41890
H 2.15140 2.18120 3.62300
H 0.51340 2.94620 3.62640
H 1.07880 2.03690 5.07450
*
```

The energy relative to the best compared isomer or geometry (same formula, charge and spin) is 1092.4 kJ/mol. As for the largest force on an atom: 11.240 eV/A. As for the expectation value of S²: 6.035. As for the HOMO energy (alpha / beta): -13.91 / -13.83 eV.

Löwdin population analysis, charges in e, atoms 1 to 4: Pm 0.80; P 0.71; P 0.69; P 0.70

***

> Among the records above, which one has the lowest largest force on an atom?

C19H43N2O4S

***

Copy entry 3 word for word.
# C19H43OP3S2Sc

A molecular structure, C19H43OP3S2Sc (ωB97M-V/def2-TZVPD, OMol25).

Structure (ORCA input):
```
! RIJCOSX wB97M-V def2-TZVPD def2/J DEFGRID3
* xyz 3 1
Sc -0.06009 0.05676 0.30729
P -0.06370 -1.62694 -1.77315
P 2.48644 0.01509 0.79176
P 0.48918 1.92410 -1.51071
H -1.73079 1.28681 2.02393
C -1.65470 1.54986 0.95766
C -2.25995 0.74419 -0.01947
H -2.93739 -0.06688 0.26958
C -0.70467 -3.30740 -1.42544
C 1.48939 -2.05564 -2.66177
C -1.16556 -1.12297 -3.15783
C 2.75625 1.21065 2.14937
C 3.03787 -1.57018 1.51476
C 3.77233 0.37488 -0.44681
C -0.95724 2.76217 -2.25114
C 1.53255 1.65335 -2.98734
C 1.32401 3.30610 -0.63456
H -1.35474 2.58779 0.78649
H -2.46233 1.11505 -1.02500
H -1.68221 -3.25083 -0.93232
H -0.00195 -3.84801 -0.77946
H -0.80791 -3.85053 -2.37310
H 2.18347 -2.53434 -1.95627
H 1.95929 -1.15678 -3.08317
H 1.25893 -2.76134 -3.47403
H -2.18289 -0.98291 -2.76315
H -1.17269 -1.92310 -3.91352
H -0.82176 -0.18516 -3.61848
H 3.79864 1.15292 2.48843
H 2.08447 0.95987 2.98197
H 2.53295 2.23065 1.81269
H 4.09346 -1.47839 1.80432
H 2.93448 -2.36559 0.76452
H 2.43499 -1.83082 2.39590
H 4.75540 0.27623 0.02996
H 3.66246 1.38847 -0.84673
H 3.69214 -0.35009 -1.26814
H -0.59674 3.60980 -2.84637
H -1.62936 3.12431 -1.46474
H -1.49865 2.05923 -2.89697
H 1.70564 2.63709 -3.44230
H 1.00816 1.00842 -3.70370
H 2.49124 1.19546 -2.71291
H 1.37343 4.15540 -1.32933
H 2.33479 3.01972 -0.31541
H 0.73321 3.58865 0.24934
C -1.81224 7.34949 -0.23669
C -1.39718 8.37401 0.63134
C -2.33644 9.14751 1.31846
C -3.71256 8.91357 1.13633
C -4.12803 7.90466 0.25827
C -3.19137 7.13361 -0.42792
S -0.68855 6.33199 -1.07514
H 0.46918 6.88131 -0.58619
H -0.33271 8.55758 0.76975
H -2.00791 9.93566 2.00140
H -4.44883 9.51947 1.67974
H -5.19774 7.72118 0.11304
H -3.51485 6.35569 -1.11118
C -0.23185 -3.49750 2.88611
S -0.65282 -2.18412 1.66836
C -2.44026 -2.14154 1.82747
O -0.16280 -0.77276 2.24664
H -0.62899 -4.40447 2.40660
H -0.70596 -3.34225 3.87304
H 0.85776 -3.58689 2.98629
H -2.75710 -2.97446 2.45517
H -2.75229 -1.19850 2.28048
H -2.83147 -2.25839 0.81000
*
```

As for the largest force on an atom: 2.402 eV/A. As for the HOMO energy (alpha / beta): -17.23 / -15.04 eV.

Löwdin population analysis, charges in e, atoms 1 to 4: Sc 0.39; P 0.75; P 0.75; P 0.77